# 1
82
Properties=species:S:1:pos:R:3:forces:R:3 method="wB97M-V/def2-TZVPD" gap_ha=0.2346 lumo_ev=2.8 total_charge=-1
Cl 1.9597 -0.0658 0.6095 2.88 -3.02 3.22
O 0.7373 -0.8361 0.6686 6.29 -1.28 6.58
O 1.6860 1.0958 -0.1461 1.40 -1.41 5.12
O 2.2812 0.1269 1.9456 1.94 2.37 2.18
O 2.9824 -0.8177 -0.0595 0.62 0.56 0.54
C 1.1079 -1.1514 -3.8177 -0.22 0.56 -1.70
C 1.7562 -0.7571 -2.5116 3.12 0.84 -3.37
C 1.8153 0.7671 -2.4233 0.66 -1.72 -2.47
O 1.1189 -1.3343 -1.5309 3.53 -5.24 -3.01
H 1.7891 -1.0613 -4.6638 0.42 -0.07 0.06
H 0.3561 -0.4022 -4.0661 -0.07 0.26 0.09
H 0.5641 -2.0834 -3.9724 0.45 -0.40 0.79
H 2.7771 -1.1277 -2.4199 0.82 0.10 -0.94
H 2.1801 1.0790 -1.4447 1.04 -2.74 -3.37
H 0.8010 1.1581 -2.5033 1.40 0.12 -1.28
H 2.3849 1.2210 -3.2343 0.14 -0.25 -0.23
H 1.2798 -0.9213 -0.6793 2.45 -1.37 -2.84
C 3.5301 0.7163 4.8101 -0.66 -0.71 -0.81
O 2.3171 -0.0854 4.8701 1.21 0.42 0.55
C 1.1375 0.6592 4.6676 -0.16 0.13 0.33
C -0.0946 -0.1982 4.2955 1.81 -0.99 -0.94
N 0.3589 -1.1978 3.2820 -1.78 0.64 0.67
C -0.8079 -1.9749 2.8408 1.59 0.49 -1.06
C -0.3886 -3.0136 1.7315 -0.31 -1.44 2.15
O 0.9533 -3.5238 1.9445 -0.69 0.76 0.36
C 1.2350 -4.8374 1.4911 -1.12 1.26 -0.30
H 3.8039 0.9027 3.7717 -0.15 -0.19 -0.31
H 4.3532 0.1458 5.2406 -0.28 -0.07 0.24
H 3.5003 1.7188 5.2370 -0.52 -0.06 0.66
H 1.3605 1.3959 3.8958 -0.42 0.08 -0.31
H 0.9124 1.2041 5.5843 -0.13 0.33 0.26
H -0.8766 0.4774 3.9489 -0.23 0.29 -0.27
H -0.5459 -0.7885 5.0930 0.34 0.20 0.52
H 0.5870 -0.6860 2.4417 0.48 -0.15 0.83
H -1.4721 -1.2936 2.3090 -0.78 -0.10 0.11
H -1.3076 -2.3326 3.7410 -0.04 -0.69 -0.25
H -0.6499 -2.6748 0.7290 0.57 0.12 0.02
H -1.0759 -3.8258 1.9681 -0.21 -0.58 -0.38
H 2.2795 -5.0121 1.7491 -0.10 -0.15 -0.46
H 0.9568 -4.8376 0.4372 0.78 -0.46 -0.48
H 0.5915 -5.6007 1.9286 -0.10 -0.11 0.56
C -2.0502 -2.6823 -5.6900 0.88 -0.71 0.82
O -1.7593 -2.8951 -4.2867 -0.35 0.74 -0.57
C -1.9670 -1.7945 -3.3891 -1.13 -0.12 0.93
C -1.7738 -2.2515 -1.9254 1.63 -0.84 0.84
N -1.7390 -1.2944 -0.8266 -0.60 0.59 -0.79
C -0.5423 -0.4703 -0.8112 -7.12 1.12 0.61
C -0.7880 0.6097 0.2961 -0.80 -4.80 0.35
O -2.1078 1.2877 -0.1043 -7.31 -5.50 8.64
C -2.9755 1.4046 0.9933 -0.03 -0.44 0.61
H -1.4613 -1.9123 -6.1883 0.06 0.58 0.48
H -3.1028 -2.5452 -5.9376 -0.17 0.05 0.35
H -1.6763 -3.5947 -6.1546 -0.35 -0.19 -0.05
H -2.9964 -1.4361 -3.3917 -0.39 0.07 -0.72
H -1.3201 -0.9430 -3.6005 -0.10 -0.22 -0.02
H -0.7790 -2.6938 -1.8717 0.32 -0.05 -0.29
H -2.3383 -3.0943 -1.5264 -1.00 -0.04 -0.99
H -2.4790 -0.6075 -0.8012 -0.94 -0.46 -0.50
H -0.3746 0.1432 -1.6964 -1.17 -3.13 -0.26
H 0.2949 -1.1176 -0.5502 -8.94 0.87 -0.98
H 0.0917 1.2456 0.1968 -3.00 -2.72 1.78
H -0.7427 0.0344 1.2209 -2.09 1.03 0.39
H -2.6962 2.3134 1.5264 -0.69 0.09 0.04
H -2.7812 0.5559 1.6491 -0.36 -0.04 0.19
H -3.9872 1.3128 0.5982 -0.14 0.49 0.31
C 1.5374 3.0358 -1.1853 1.06 1.74 -1.24
C 0.2134 2.8011 -0.5152 -0.24 1.79 -3.78
C -0.5781 4.0683 -0.3979 -0.65 0.25 0.21
O -1.3882 3.8613 0.7264 -1.35 1.58 1.70
C -2.0911 5.0352 1.1612 0.83 -0.31 -0.31
N -0.6314 1.8935 -1.3069 6.39 6.42 -6.61
H 2.2148 3.6748 -0.6189 -0.18 0.53 0.08
H 1.4314 3.3575 -2.2214 -0.26 0.96 -0.02
H 2.1101 2.1284 -1.3770 -0.41 4.06 0.17
H 0.4489 2.1734 0.3442 0.08 4.55 1.48
H -1.2997 4.2320 -1.1983 0.30 -0.50 -0.77
H -0.0102 4.9980 -0.4308 0.56 0.23 0.95
H -1.3574 5.6890 1.6328 -0.11 0.13 0.54
H -2.9259 4.7790 1.8136 0.32 -0.24 0.23
H -2.5186 5.6568 0.3744 -0.06 -0.32 -0.68
H 0.0067 1.1872 -1.6446 -1.23 2.39 0.93
H -1.3460 1.6278 -0.6445 2.77 4.09 -5.11

# 2
90
Properties=species:S:1:pos:R:3:forces:R:3 method="wB97M-V/def2-TZVPD" gap_ha=0.1375 lumo_ev=2.0 total_charge=-1
C 4.4623 -0.9590 0.1978 -0.33 0.40 0.62
C 4.0254 0.5526 -0.0430 0.79 0.01 -0.33
C 5.2552 1.3641 -0.6190 0.21 -0.27 0.16
C 2.7176 0.6261 -0.9308 -1.15 -0.16 1.68
N 1.6762 -0.3074 -0.4552 0.64 -0.71 -2.74
F 1.4304 -0.0307 0.9514 0.60 1.35 1.19
H 3.8105 -1.6818 -0.3571 0.49 0.76 0.41
H 5.5479 -1.1269 -0.0380 -0.94 0.14 0.16
H 4.3025 -1.1484 1.2974 0.25 -0.17 -1.07
H 3.7892 1.0128 0.9568 0.03 -0.56 -0.98
H 5.3170 2.4176 -0.2216 -0.26 -0.87 -0.60
H 5.2691 1.3619 -1.7448 -0.08 0.17 0.99
H 6.2144 0.8679 -0.2970 -0.86 0.55 -0.28
H 2.2742 1.6778 -0.8884 0.93 -0.47 -0.23
H 2.8920 0.3411 -2.0060 -0.04 0.18 0.96
O 8.6758 3.2010 0.8893 0.14 -0.21 -0.46
S 8.6786 3.4674 -0.5222 -0.11 0.25 -0.28
O 8.1602 2.5258 -1.4719 0.33 0.16 0.52
O 10.1738 3.8869 -0.9701 -0.51 0.28 0.11
C 11.2432 2.9849 -0.6760 0.51 -0.67 0.06
C 11.2356 1.7743 -1.5920 -0.24 -0.15 -0.04
C 7.9060 5.0292 -0.8134 0.14 0.13 -0.01
H 11.2110 2.6850 0.3751 -0.17 0.08 -0.03
H 12.1705 3.5410 -0.8240 -0.23 0.25 -0.01
H 10.3538 1.1559 -1.4212 0.04 0.03 0.01
H 12.1182 1.1551 -1.4202 0.03 0.11 0.03
H 11.2153 2.0850 -2.6381 0.07 0.01 0.05
H 8.3193 5.7638 -0.1253 0.01 -0.06 -0.02
H 6.8388 4.9034 -0.6360 0.06 -0.15 0.02
H 8.0792 5.3201 -1.8475 0.00 -0.06 0.04
O 0.7026 3.5426 -3.8657 -0.28 0.17 0.35
S -0.6055 3.7929 -3.3283 -0.55 -0.79 -0.02
O -0.7953 4.2273 -1.9729 0.33 0.02 -0.45
O -1.5429 2.5153 -3.6094 0.19 1.12 -0.26
C -1.1111 1.2207 -3.1398 0.41 -1.02 0.67
C -1.2641 1.0704 -1.6390 -0.12 0.35 0.11
C -1.4543 4.9226 -4.3921 -0.10 -0.02 -0.12
H -0.0809 1.0272 -3.4505 -0.02 0.24 0.03
H -1.7412 0.4856 -3.6384 -0.07 0.34 -0.19
H -0.5928 1.7433 -1.1064 0.09 -0.18 0.02
H -1.0312 0.0529 -1.3258 0.15 0.07 -0.11
H -2.2844 1.3157 -1.3296 -0.05 -0.06 -0.11
H -1.3503 4.5870 -5.4219 0.00 -0.02 0.07
H -0.9935 5.9008 -4.2659 0.06 -0.08 0.07
H -2.5011 4.9643 -4.0977 0.06 -0.03 0.02
O -3.0231 -4.7065 1.1580 -0.14 0.23 0.35
S -2.2600 -4.5390 2.3646 1.44 0.10 -0.11
O -2.5938 -3.5256 3.3282 -0.08 -0.70 -0.52
O -0.7074 -4.4111 1.9803 -1.01 -0.74 0.54
C -0.3180 -3.3888 1.0354 0.28 1.17 -0.60
C -0.3414 -1.9985 1.6319 -0.61 -0.20 0.11
C -2.1565 -6.0899 3.2066 0.03 -0.09 -0.01
H -0.9470 -3.4428 0.1426 -0.07 -0.16 0.15
H 0.7010 -3.6248 0.7267 -0.10 -0.26 0.18
H -1.3596 -1.6948 1.8891 -0.04 -0.09 -0.02
H 0.0579 -1.2723 0.9241 0.06 -0.29 0.08
H 0.2484 -1.9631 2.5498 0.11 0.04 -0.13
H -1.8706 -6.8615 2.4950 0.01 0.08 0.01
H -3.1404 -6.3047 3.6211 0.00 0.10 -0.06
H -1.4257 -6.0062 4.0083 -0.02 0.06 -0.06
O -3.2645 -1.2070 -3.2980 -0.34 -0.11 0.39
S -4.5651 -0.9511 -2.7463 -0.48 -0.17 -0.03
O -4.7424 -0.5477 -1.3803 0.32 -0.17 -0.46
O -5.5178 -2.2191 -3.0442 0.14 0.76 -0.23
C -5.0872 -3.5135 -2.6033 0.28 -0.77 0.53
C -5.2172 -3.6766 -1.1013 0.05 0.25 0.13
C -5.4061 0.2101 -3.7793 -0.11 -0.06 -0.11
H -4.0624 -3.7074 -2.9314 -0.03 0.21 -0.03
H -5.7283 -4.2419 -3.1032 -0.08 0.31 -0.19
H -4.5342 -3.0107 -0.5745 0.01 -0.11 0.01
H -4.9842 -4.6989 -0.8010 0.02 0.03 -0.07
H -6.2289 -3.4297 -0.7723 0.00 -0.07 -0.07
H -5.3116 -0.1039 -4.8168 0.01 -0.02 0.07
H -4.9323 1.1801 -3.6337 0.09 -0.09 0.08
H -6.4507 0.2572 -3.4780 0.06 -0.04 0.02
O -6.6451 -0.0018 6.7938 -0.09 -0.41 -0.23
S -7.1332 -0.4339 5.5127 0.39 0.34 -0.83
O -7.3956 -1.8192 5.2357 0.08 0.36 0.44
O -6.1804 0.1610 4.3615 -0.93 0.04 0.53
C -4.7710 -0.1200 4.4232 0.95 -0.52 -0.02
C -4.4504 -1.5495 4.0291 -0.39 0.18 0.25
C -8.5790 0.4967 5.1033 0.00 0.11 -0.07
H -4.3809 0.1123 5.4179 -0.23 0.03 0.02
H -4.2876 0.5607 3.7210 -0.36 0.13 0.01
H -4.8595 -2.2583 4.7505 0.06 0.02 0.00
H -3.3778 -1.7028 3.9826 -0.07 0.21 -0.02
H -4.8873 -1.7870 3.0577 0.13 0.05 -0.02
H -8.3815 1.5528 5.2744 0.04 -0.06 -0.02
H -9.3841 0.1536 5.7511 0.10 -0.06 0.03
H -8.8343 0.3097 4.0622 0.06 -0.02 0.04